No. 1
A 6-piece molecular cluster, C20H38O26S5 overall. Source: the OMol25 dataset; level of theory: ωB97M-V/def2-TZVPD.

As for the gap between HOMO and LUMO: 9.48 eV. The total energy comes out at -128754.608 eV.

Last column: Mulliken charge in e.
Element x y z (Å)
C (-1.2174, -0.4886, -0.7166)  -0.043
C (-0.1377, -0.9100, -1.9156)  -0.153
O (1.2117, -0.5734, -1.4145)  -0.402
C (1.7919, 0.5709, -2.1452)  -0.620
C (0.9653, 1.9767, -1.9764)  0.484
O (0.4670, 2.2516, -0.6203)  0.125
C (1.5367, 2.2296, 0.3887)  -0.741
C (1.0230, 2.7782, 1.8832)  1.125
C (-0.5739, 2.4911, 2.1619)  -0.360
C (-1.5704, 3.6069, 1.4809)  -0.920
O (1.1815, 4.2453, 2.1517)  -0.367
C (1.4097, 4.3665, 3.6300)  0.509
O (1.5386, 5.5177, 4.3448)  -0.577
O (1.5330, 2.9860, 4.2021)  -0.379
C (2.1263, 2.2659, 3.0299)  -0.142
O (2.3665, 0.8216, 3.1735)  -0.358
H (-1.5806, 0.6056, -0.9907)  -0.053
H (-2.0953, -1.2529, -0.5968)  0.296
H (-0.5967, -0.5234, 0.2861)  -0.138
H (-0.1925, -2.0818, -1.9843)  0.137
H (-0.3983, -0.4423, -2.9578)  0.174
H (2.0031, 0.2681, -3.2802)  0.294
H (2.8758, 0.7487, -1.6787)  0.233
H (1.5977, 2.8537, -2.4524)  0.355
H (-0.0026, 1.8745, -2.6679)  -0.539
H (2.4385, 2.9136, 0.0656)  0.352
H (1.8621, 1.0988, 0.5919)  0.127
H (-0.8395, 2.3462, 3.3117)  0.407
H (-0.8439, 1.4503, 1.6519)  -0.027
H (-1.0387, 4.3805, 0.7816)  0.196
H (-2.3807, 3.0551, 0.8152)  0.253
H (-2.1119, 4.2272, 2.3356)  0.323
H (3.0406, 2.9796, 2.7666)  0.154
H (2.9770, 0.5595, 2.4002)  0.339
O (6.5032, 4.0103, 0.6329)  -0.609
S (5.5019, 4.6010, 1.4930)  0.947
O (4.1004, 4.2592, 1.4196)  -0.295
O (5.6463, 6.2224, 1.4025)  -0.334
C (5.9017, 6.7504, 2.7029)  -0.314
C (6.6236, 5.6389, 3.4599)  -0.356
O (5.9942, 4.4309, 3.0387)  -0.314
H (4.9399, 6.9852, 3.1702)  0.282
H (6.5033, 7.6607, 2.6334)  0.317
H (6.5477, 5.7556, 4.5436)  0.330
H (7.6791, 5.5876, 3.1727)  0.296
O (0.2537, 3.8978, -3.7953)  -0.543
S (-1.1501, 3.6369, -4.0248)  1.127
O (-1.6717, 2.3171, -4.2939)  -0.557
O (-1.6711, 4.6489, -5.1920)  -0.315
C (-2.7391, 5.4483, -4.6864)  -0.415
C (-2.4872, 5.5635, -3.1855)  -0.328
O (-1.9966, 4.2844, -2.7901)  -0.197
H (-3.6802, 4.9269, -4.8893)  0.302
H (-2.7512, 6.4242, -5.1791)  0.311
H (-3.3927, 5.8179, -2.6294)  0.304
H (-1.7092, 6.3042, -2.9722)  0.293
O (-4.1732, -1.7034, -1.2199)  -0.556
S (-4.4899, -2.2940, -2.5013)  1.121
O (-5.3236, -1.6418, -3.4841)  -0.575
O (-5.0721, -3.7941, -2.2399)  -0.310
C (-4.2557, -4.7464, -2.9195)  0.298
C (-2.8654, -4.1196, -2.9836)  -0.458
O (-3.0923, -2.7318, -3.2193)  -0.241
H (-4.6680, -4.8941, -3.9228)  0.344
H (-4.2546, -5.6992, -2.3835)  -0.318
H (-2.2507, -4.5501, -3.7776)  0.369
H (-2.3440, -4.2186, -2.0257)  0.334
O (-3.3242, -7.5423, -2.3417)  -0.554
S (-4.4871, -8.3968, -2.2497)  1.168
O (-5.4101, -8.5904, -3.3437)  -0.551
O (-5.3343, -7.9618, -0.9265)  -0.281
C (-5.4531, -9.0802, -0.0488)  -0.333
C (-4.2178, -9.9374, -0.3111)  -0.352
O (-4.0022, -9.8607, -1.7184)  -0.319
H (-6.3697, -9.6202, -0.3074)  0.298
H (-5.5101, -8.7451, 0.9903)  0.302
H (-4.3567, -10.9750, 0.0017)  0.318
H (-3.3364, -9.5218, 0.1886)  0.283
O (3.1353, -5.5395, 3.1526)  -0.533
S (3.1815, -4.5140, 4.1711)  1.082
O (3.3676, -4.8052, 5.5735)  -0.535
O (1.8591, -3.5746, 4.0070)  -0.342
C (2.2601, -2.2240, 3.7822)  -0.112
C (3.6194, -2.3114, 3.0936)  -0.301
O (4.2876, -3.4019, 3.7237)  -0.357
H (2.3419, -1.7268, 4.7542)  0.322
H (1.5195, -1.7034, 3.1693)  0.198
H (4.1993, -1.3914, 3.1983)  0.274
H (3.5081, -2.5522, 2.0310)  0.321

=====

No. 2
A 6-piece molecular cluster, C18H27N3O6 overall. Source: the OMol25 dataset; level of theory: ωB97M-V/def2-TZVPD.

The energy relative to the best compared isomer or geometry (same formula, charge and spin) is 2.156 eV. As for the gap between HOMO and LUMO: 10.30 eV. The total energy comes out at -35858.006 eV.

Last column: natural (NBO) charge in e.
Element x y z (Å)
O (-6.9293, 3.1850, -1.8120)  -0.548
C (-6.1669, 2.7808, -1.0331)  0.804
C (-5.3918, 1.4394, -0.9682)  -0.540
C (-4.5267, 1.5127, 0.2296)  -0.445
C (-4.5853, 3.0358, 0.6422)  -0.057
O (-5.7316, 3.5568, 0.0141)  -0.510
H (-6.1501, 0.6261, -0.9683)  0.241
H (-4.8572, 1.3443, -1.9376)  0.246
H (-5.0018, 1.0150, 1.0781)  0.202
H (-3.5222, 1.1162, 0.1369)  0.242
H (-4.7251, 3.0720, 1.7497)  0.183
H (-3.7543, 3.6342, 0.3590)  0.178
O (0.0568, 0.0328, 2.6452)  -0.612
C (1.1664, 0.4779, 2.9074)  0.796
C (2.4675, -0.2460, 2.9242)  -0.525
C (3.4510, 0.9022, 3.0318)  -0.448
C (2.6321, 2.0705, 3.4947)  -0.094
O (1.2969, 1.7373, 3.3484)  -0.470
H (2.4223, -0.9209, 3.7282)  0.238
H (2.5099, -0.7013, 1.9705)  0.249
H (4.1991, 0.5499, 3.7551)  0.222
H (3.8433, 1.0613, 2.0327)  0.238
H (2.7283, 2.4978, 4.4779)  0.190
H (2.8122, 2.8896, 2.7353)  0.214
O (-0.9750, -3.8637, -0.3331)  -0.581
C (-0.4527, -3.5556, -1.3785)  0.802
C (0.9586, -3.1089, -1.6803)  -0.550
C (0.9173, -2.4978, -3.0927)  -0.430
C (-0.4659, -3.0303, -3.6401)  -0.070
O (-1.2417, -3.3189, -2.4811)  -0.488
H (1.3211, -2.3773, -0.9442)  0.253
H (1.7329, -3.8891, -1.5104)  0.247
H (0.9160, -1.3984, -2.8957)  0.215
H (1.8060, -2.7070, -3.7664)  0.223
H (-1.0433, -2.2744, -4.1137)  0.206
H (-0.2934, -3.9185, -4.2352)  0.178
C (-2.5303, -1.8834, 1.1229)  -0.726
C (-2.2620, -1.1582, -0.1150)  0.344
N (-2.1283, -0.5399, -1.0700)  -0.408
H (-3.3642, -1.3641, 1.6324)  0.244
H (-1.6968, -1.8472, 1.7499)  0.272
H (-2.8309, -2.9204, 0.9078)  0.274
C (6.3600, 0.2276, -1.3246)  -0.705
C (5.0200, -0.1359, -0.7440)  0.327
N (3.9850, -0.2899, -0.3157)  -0.387
H (6.4245, 1.2552, -1.6898)  0.265
H (6.4499, -0.5356, -2.0921)  0.252
H (7.0863, 0.0525, -0.5478)  0.253
C (1.0547, 1.0642, -0.4856)  -0.734
C (1.9935, 2.0666, 0.0154)  0.323
N (2.6719, 2.9292, 0.3834)  -0.379
H (0.0115, 1.3255, -0.2764)  0.275
H (1.2695, 0.0522, -0.1024)  0.262
H (1.0623, 0.9717, -1.5191)  0.250

=====

No. 3
C3H5NO2S as an isolated structure. Source: the OMol25 dataset; level of theory: ωB97M-V/def2-TZVPD.

The energy relative to the best compared isomer or geometry (same formula, charge and spin) is 4.241 eV. As for the gap between HOMO and LUMO: 9.99 eV. The total energy comes out at -19608.270 eV.

Last column: natural (NBO) charge in e.
Element x y z (Å)
C (0.6514, -2.2433, -2.6526)  -0.231
C (0.1791, -1.3599, -2.0373)  -0.263
C (-0.8441, 2.1012, 0.9647)  0.026
N (-0.6593, 0.8331, 0.8349)  -0.664
O (2.1343, 0.2940, 1.1612)  -0.883
O (0.3611, -0.9813, 2.3059)  -0.913
S (1.0353, -0.6381, 1.0682)  1.702
H (1.0108, -3.0282, -3.2912)  0.237
H (-0.6189, -0.6647, -1.6955)  0.248
H (-1.6721, 2.5933, 1.5916)  0.169
H (-0.3614, 2.8702, 0.3339)  0.186
H (-1.2161, 0.2236, 1.4164)  0.384

=====

No. 4
C36H41MoN9O4PS2 as an isolated structure. Source: the OMol25 dataset; level of theory: ωB97M-V/def2-TZVPD.

Its net charge is +1. The energy relative to the best compared isomer or geometry (same formula, charge and spin) is 0.000 eV. As for the gap between HOMO and LUMO (spin up / spin down): 7.00 / 7.00 eV. The total energy comes out at -92412.357 eV.

Last column: Mulliken charge in e.
Element x y z (Å)
Mo (-0.0519, -0.7087, 0.4812)  0.834
O (-0.9991, 0.4284, 4.3423)  -0.677
C (-0.8303, 0.3342, 3.1532)  0.088
O (0.0420, -0.4138, 2.5452)  -0.527
C (-1.6811, 1.1441, 2.1371)  0.437
O (-2.5507, 1.9210, 2.4310)  -0.662
O (-1.3338, 0.8707, 0.8888)  1.379
N (2.3275, -1.6365, -2.0613)  -0.325
C (3.5877, -1.2670, -1.4047)  0.468
C (3.6354, 0.1773, -0.9072)  -1.039
C (3.0686, 0.4693, 0.4820)  -0.753
N (1.6140, 0.7150, 0.6739)  0.394
H (2.1384, -2.6243, -1.9452)  0.123
H (2.4059, -1.4768, -3.0595)  0.318
H (4.4385, -1.4279, -2.0747)  0.491
H (3.7437, -1.9271, -0.5492)  -0.697
H (3.2367, 0.8702, -1.6550)  0.379
H (4.6934, 0.4383, -0.8165)  0.572
H (3.5840, 1.3587, 0.8515)  0.521
H (3.3330, -0.3583, 1.1452)  0.309
H (1.3147, 1.5878, 0.2097)  -0.048
H (1.5219, 0.8992, 1.6735)  0.325
C (-5.0027, -1.2323, 1.6450)  -0.832
N (-4.4671, -0.5705, 0.4629)  0.206
C (-5.0373, 0.5123, -0.1776)  -0.635
C (-4.1975, 0.8900, -1.1502)  -0.509
N (-3.1014, 0.0241, -1.1084)  0.772
C (-3.2796, -0.8630, -0.0865)  -0.231
S (-2.2432, -2.0875, 0.4536)  -0.389
C (-2.0025, 0.1976, -1.9900)  -0.454
C (-2.3009, 0.6169, -3.2749)  -0.930
C (-1.2794, 1.0476, -4.1035)  -0.735
C (0.0110, 1.0516, -3.6112)  -1.249
C (0.2265, 0.5469, -2.3437)  -0.796
N (-0.7417, 0.0781, -1.5448)  1.024
H (-6.0090, -0.8607, 1.8143)  0.354
H (-4.3764, -1.0037, 2.5063)  0.316
H (-5.0266, -2.3075, 1.4890)  0.336
H (-5.9764, 0.9307, 0.1358)  0.467
H (-4.2383, 1.7237, -1.8256)  0.516
H (-3.3276, 0.6096, -3.6098)  0.696
H (-1.4989, 1.3905, -5.1056)  0.465
H (0.8454, 1.4256, -4.1862)  0.544
H (1.2215, 0.4894, -1.9441)  0.658
N (0.7892, -2.2757, 0.6445)  0.467
P (1.1628, -3.7220, 1.2598)  1.041
C (0.4274, -5.0094, 0.2476)  0.232
C (-0.2342, -4.6805, -0.9303)  0.009
C (-0.7873, -5.6865, -1.7117)  -1.064
C (-0.6761, -7.0108, -1.3188)  -0.546
C (-0.0157, -7.3400, -0.1401)  -0.760
C (0.5339, -6.3428, 0.6455)  -0.359
C (2.9473, -3.9046, 1.1798)  0.284
C (3.5525, -4.6786, 0.1939)  -0.527
C (4.9365, -4.7036, 0.0914)  -0.725
C (5.7104, -3.9561, 0.9667)  -0.560
C (5.1076, -3.1843, 1.9538)  -0.754
C (3.7275, -3.1572, 2.0632)  -0.644
C (0.6822, -3.9529, 2.9679)  0.817
C (1.3991, -4.8355, 3.7786)  -0.601
C (0.9983, -5.0450, 5.0871)  -0.836
C (-0.1036, -4.3657, 5.5910)  -0.588
C (-0.8121, -3.4835, 4.7888)  -0.822
C (-0.4278, -3.2809, 3.4731)  -0.119
H (-0.3295, -3.6434, -1.2234)  0.518
H (-1.3084, -5.4323, -2.6250)  0.459
H (-1.1080, -7.7933, -1.9287)  0.401
H (0.0645, -8.3740, 0.1671)  0.436
H (1.0374, -6.5994, 1.5700)  0.409
H (2.9480, -5.2606, -0.4908)  0.406
H (5.4091, -5.3082, -0.6711)  0.450
H (6.7892, -3.9789, 0.8859)  0.418
H (5.7145, -2.6088, 2.6401)  0.451
H (3.2526, -2.5596, 2.8335)  0.538
H (2.2779, -5.3426, 3.3986)  0.447
H (1.5546, -5.7257, 5.7174)  0.429
H (-0.4034, -4.5174, 6.6196)  0.408
H (-1.6530, -2.9349, 5.1904)  0.452
H (-0.9690, -2.5818, 2.8533)  -0.055
C (3.0570, 6.7955, 0.7145)  -1.049
C (2.7592, 6.2083, -0.6666)  -0.493
C (1.6575, 5.2002, -0.6238)  0.349
N (1.8380, 3.9282, -0.6296)  -0.860
N (0.6737, 3.2025, -0.5289)  0.176
C (-0.3835, 3.9595, -0.4402)  0.090
N (-1.6581, 3.4700, -0.3809)  -0.261
S (-0.0218, 5.6508, -0.4848)  -0.187
H (3.8827, 7.5033, 0.6557)  0.343
H (3.3286, 6.0067, 1.4157)  0.309
H (2.1899, 7.3216, 1.1154)  0.328
H (3.6372, 5.6995, -1.0642)  0.260
H (2.4980, 7.0065, -1.3640)  0.315
H (-1.6835, 2.5243, 0.0060)  -0.272
H (-2.3305, 4.0756, 0.0652)  0.340